Entry 1:
The following is a DFT calculation (ωB97M-V with the def2-TZVPD basis set) of C30H25F3LuN4O5PS as an isolated structure in a non-equilibrium geometry.

Geometry as XYZ:
```
70
Properties=species:S:1:pos:R:3:forces:R:3:nbo_charge:R:1
Lu 0.204 -0.057 0.607 -2.15 -0.48 -1.12 1.808
C -1.343 -4.809 -4.934 0.04 0.01 -0.01 -0.206
C -0.151 -4.116 -5.078 -0.01 0.04 0.03 -0.228
C 0.335 -3.326 -4.040 0.02 -0.02 -0.03 -0.150
C -0.369 -3.234 -2.844 -0.16 0.05 0.14 -0.332
C -1.584 -3.913 -2.717 0.04 -0.02 0.05 -0.190
C -2.065 -4.701 -3.750 0.00 0.03 0.01 -0.209
P 0.182 -2.271 -1.387 0.58 -0.11 0.10 0.863
C 1.727 -1.462 -1.962 -0.10 -0.19 -0.32 -0.343
C 2.980 -2.070 -2.008 -0.03 -0.04 -0.01 -0.145
C 4.087 -1.355 -2.430 0.05 0.01 0.02 -0.201
C 3.958 -0.022 -2.808 0.08 -0.03 0.03 -0.196
C 2.720 0.594 -2.765 -0.14 0.07 -0.03 -0.201
C 1.605 -0.123 -2.341 0.18 -0.33 -0.23 -0.241
C 0.670 -3.570 -0.190 -0.15 0.05 0.02 -0.343
C 1.165 -4.781 -0.606 0.07 -0.01 0.00 -0.198
C 1.409 -5.821 0.313 0.01 -0.02 -0.06 -0.234
C 1.115 -5.639 1.633 -0.01 0.01 0.04 -0.154
C 0.581 -4.414 2.100 0.02 0.04 -0.06 -0.098
C 0.254 -4.249 3.470 0.00 -0.01 0.00 -0.204
C -0.289 -3.080 3.907 -0.06 -0.01 0.05 -0.202
C -0.500 -2.014 2.999 -0.08 -0.14 -0.07 -0.229
C -0.182 -2.082 1.658 0.40 -0.26 0.14 -0.573
C 0.361 -3.337 1.197 -0.11 -0.04 -0.07 0.057
H -1.712 -5.429 -5.742 0.01 0.04 0.04 0.215
H 0.411 -4.189 -6.001 -0.01 0.00 0.02 0.214
H 1.265 -2.787 -4.167 0.02 -0.01 0.02 0.213
H -2.145 -3.830 -1.790 0.01 -0.02 -0.05 0.221
H -3.005 -5.228 -3.637 0.04 0.02 0.01 0.216
H 3.087 -3.101 -1.690 0.00 0.04 0.00 0.218
H 5.061 -1.831 -2.448 -0.04 0.03 -0.01 0.217
H 4.830 0.541 -3.116 -0.02 -0.03 0.00 0.220
H 2.620 1.634 -3.051 -0.01 -0.04 0.03 0.222
H 0.624 0.344 -2.351 -0.07 0.09 0.04 0.224
H 1.360 -4.958 -1.658 -0.05 0.02 0.00 0.213
H 1.806 -6.766 -0.039 -0.01 0.04 0.01 0.213
H 1.271 -6.443 2.346 0.00 0.04 -0.03 0.207
H 0.438 -5.070 4.156 0.00 0.01 -0.03 0.205
H -0.544 -2.955 4.954 -0.01 -0.02 -0.05 0.204
H -0.930 -1.103 3.400 0.07 0.10 0.06 0.207
F 1.843 0.005 3.081 0.21 0.35 0.29 -0.282
C 2.793 0.848 2.645 -0.05 -0.14 -0.27 0.719
F 2.461 2.095 2.973 -0.01 0.03 0.10 -0.308
F 3.942 0.549 3.221 0.13 -0.13 0.09 -0.296
S 2.874 0.642 0.798 1.09 0.46 0.61 2.331
O 2.375 -0.735 0.674 0.20 0.07 -0.05 -0.973
O 4.208 0.928 0.406 -0.04 -0.02 -0.14 -0.888
O 1.806 1.548 0.333 0.29 -0.06 0.19 -0.980
N -4.362 2.815 1.656 0.29 -0.20 -0.11 -0.630
C -4.198 1.860 0.983 0.30 0.02 -0.07 0.724
N -4.110 0.827 0.263 -0.08 -0.08 -0.10 -0.632
C -2.977 0.280 -0.100 -0.37 0.40 0.27 0.604
N -1.977 -0.182 -0.453 -0.06 0.20 0.27 -0.527
O -0.927 2.299 0.464 0.13 -0.06 -0.01 -0.696
C -0.901 2.199 1.704 0.01 -0.23 -0.07 0.795
O -0.518 1.130 2.295 -0.16 0.42 0.17 -0.787
C -1.321 3.365 2.562 -0.01 0.08 0.13 -0.168
N -2.157 4.298 1.788 -0.46 -0.03 0.23 -0.617
C -1.924 5.626 2.381 0.11 -0.06 0.01 -0.221
C -0.434 5.644 2.730 -0.04 -0.02 0.00 -0.420
C -0.113 4.181 3.097 -0.05 0.07 -0.01 -0.408
H -1.901 2.963 3.392 -0.06 0.02 0.06 0.222
H -3.596 3.629 1.780 0.18 0.00 -0.18 0.459
H -1.819 4.268 0.829 0.01 -0.01 -0.07 0.404
H -2.533 5.711 3.282 -0.03 0.00 0.01 0.193
H -2.225 6.409 1.689 -0.03 0.01 -0.01 0.214
H -0.210 6.335 3.541 0.02 0.00 -0.03 0.222
H 0.144 5.953 1.858 0.00 -0.01 0.01 0.210
H -0.016 4.043 4.172 0.01 -0.01 0.00 0.222
H 0.816 3.854 2.640 0.04 -0.03 -0.02 0.234
```
Positions in Å, forces in eV/Å.

Properties
energy relative to the best compared isomer or geometry (same formula, charge and spin) = 7.8 kcal per mole
orbital gap = 8.1 eV
HOMO level = -0.28202 hartree
E = -109613.8218 eV

Entry 2:
The following is a DFT calculation (ωB97M-V with the def2-TZVPD basis set) of one molecule with the formula C2H6NO2P in a non-equilibrium geometry.

Geometry as XYZ:
```
12
Properties=species:S:1:pos:R:3:forces:R:3:nbo_charge:R:1
C -1.492 0.040 0.051 -0.13 0.11 0.88 -0.107
C 1.193 -0.538 -0.154 1.54 1.36 -0.24 0.096
N -0.919 1.017 0.629 0.16 -0.13 0.47 -0.722
O 1.163 0.659 -0.942 -0.24 -1.02 0.39 -0.721
O 1.668 -0.315 1.172 -0.54 -0.10 -0.58 -0.718
P -0.411 -1.457 -0.166 -0.72 0.06 0.03 0.491
H -2.571 -0.031 -0.181 0.33 0.13 0.01 0.182
H 2.009 -1.098 -0.585 -0.15 -0.69 -0.32 0.192
H -1.359 1.872 0.957 -0.88 -0.33 -0.49 0.376
H 0.273 1.002 -0.753 0.70 0.51 -0.16 0.476
H 1.058 0.337 1.527 -0.14 0.26 0.31 0.481
H -0.609 -1.487 -1.555 0.08 -0.15 -0.29 -0.024
```
Positions in Å, forces in eV/Å.

Properties
energy relative to the best compared isomer or geometry (same formula, charge and spin) = 54.7 kcal per mole
orbital gap = 10.1 eV
HOMO level = -0.35243 hartree
SMILES string = [H]/N=C/PC(O)O
E = -17043.3970 eV

Entry 3:
The following is a DFT calculation (ωB97M-V with the def2-TZVPD basis set) of a 2-piece molecular cluster, C7H22O6S2Si2 overall.

Geometry as XYZ:
```
39
Properties=species:S:1:pos:R:3:forces:R:3:nbo_charge:R:1
O 0.489 -4.115 -3.184 -0.02 0.06 0.11 -0.929
S -0.159 -2.995 -2.562 -0.05 -0.23 -0.14 2.052
O -1.127 -3.196 -1.515 0.03 0.02 -0.03 -0.955
C -0.910 -2.000 -3.798 0.17 -0.10 -0.13 -1.178
Si -1.412 -0.243 -3.347 0.13 0.27 0.16 1.464
O -2.416 -0.112 -2.056 -0.02 -0.29 -0.19 -1.251
Si -3.759 -0.962 -1.607 0.02 0.14 0.23 1.305
S -4.656 -1.813 -3.353 -0.11 -0.08 -0.07 -0.470
H 0.825 -2.197 -2.075 -0.04 0.10 0.05 -0.024
H -0.188 -1.929 -4.616 0.00 -0.02 -0.05 0.276
H -1.736 -2.630 -4.137 -0.12 0.13 -0.04 0.291
H -0.165 0.465 -2.999 0.00 0.00 -0.01 -0.206
H -1.986 0.362 -4.560 -0.08 -0.06 -0.02 -0.187
H -3.409 -2.025 -0.658 -0.06 -0.02 -0.01 -0.169
H -4.695 0.009 -1.022 0.01 0.04 -0.02 -0.190
H -4.489 -3.082 -2.952 0.08 0.01 0.02 0.173
C 3.791 2.962 2.696 0.06 0.00 0.08 -0.246
O 2.924 1.870 2.891 -0.10 -0.01 -0.19 -0.550
C 1.790 2.153 3.689 0.05 0.02 0.16 -0.089
C 0.532 1.531 3.125 0.00 -0.04 0.10 -0.087
O 0.072 2.123 1.924 -0.08 0.08 0.00 -0.541
C 0.737 1.798 0.717 0.03 0.00 -0.10 -0.086
C 0.420 0.421 0.177 -0.01 -0.04 -0.14 -0.092
O 1.018 -0.603 0.945 -0.02 0.09 0.15 -0.554
C 0.192 -1.725 1.180 0.12 -0.05 0.07 -0.250
H 4.387 3.175 3.591 -0.02 0.01 0.01 0.167
H 4.466 2.700 1.883 0.02 -0.01 0.02 0.191
H 3.239 3.868 2.420 0.00 -0.01 -0.02 0.166
H 1.647 3.236 3.784 -0.01 0.00 -0.05 0.171
H 1.941 1.743 4.696 0.01 0.07 0.03 0.173
H -0.263 1.725 3.851 -0.01 -0.07 0.01 0.186
H 0.649 0.450 3.027 0.08 0.04 -0.07 0.190
H 1.817 1.937 0.797 -0.01 -0.08 0.07 0.190
H 0.351 2.516 -0.012 0.06 0.02 -0.01 0.185
H 0.806 0.380 -0.852 -0.05 -0.02 -0.02 0.163
H -0.667 0.291 0.132 0.01 0.00 0.03 0.178
H -0.824 -1.423 1.452 0.00 0.00 0.00 0.167
H 0.632 -2.272 2.013 -0.01 -0.02 -0.02 0.191
H 0.136 -2.391 0.315 -0.05 0.04 0.03 0.176
```
Positions in Å, forces in eV/Å.

Properties
orbital gap = 9.6 eV
HOMO level = -0.33499 hartree
SMILES string = O=[SH](=O)C[SiH2]O[SiH2]S.COCCOCCOC
E = -57326.6516 eV

Entry 4:
The following is a DFT calculation (ωB97M-V with the def2-TZVPD basis set) of a 7-piece molecular cluster, C3H19NO7 overall in a non-equilibrium geometry.

Geometry as XYZ:
```
30
Properties=species:S:1:pos:R:3:forces:R:3:nbo_charge:R:1
C 1.486 -2.232 -1.507 0.17 -0.05 -1.07 -0.605
C 1.625 -2.138 0.004 -0.07 0.95 -0.63 -0.501
C 0.695 -1.089 0.582 -0.39 -0.50 0.28 0.712
N 0.089 -1.395 1.728 -0.83 0.02 0.89 -0.791
O 0.483 -0.002 0.044 0.20 0.36 -0.27 -0.743
H 1.305 -1.262 -1.973 -0.19 -0.01 0.30 0.215
H 2.399 -2.567 -2.003 0.15 -0.19 0.36 0.215
H 0.714 -2.918 -1.863 -0.18 0.15 0.32 0.222
H 2.617 -1.730 0.200 0.20 -0.38 0.31 0.236
H 1.456 -3.102 0.462 0.25 -0.12 0.32 0.219
H 0.250 -2.198 2.305 0.41 -0.41 -0.42 0.402
H -0.668 -0.840 2.118 0.31 0.33 -0.14 0.431
H -2.672 -0.361 3.907 0.08 -0.24 0.02 0.473
H -1.386 0.393 4.106 0.14 -0.14 0.00 0.505
O -1.720 -0.513 3.955 -0.17 0.46 -0.12 -0.978
H -0.767 3.201 0.185 0.07 -0.80 -0.77 0.498
H 0.134 1.875 0.704 -0.40 -0.31 -1.23 0.517
O -0.238 2.750 0.835 0.27 0.86 1.97 -1.015
H -1.881 -0.510 -3.540 -0.21 -0.38 0.18 0.491
H -3.127 -1.006 -2.851 -0.07 -0.05 0.03 0.460
O -2.539 -1.226 -3.579 0.13 0.22 -0.19 -0.958
H 0.161 0.614 -2.686 -0.55 -0.16 -0.89 0.459
H -0.448 0.545 -1.435 -1.05 -0.33 0.05 0.504
O -0.761 0.585 -2.369 1.78 0.57 0.72 -0.971
H 2.389 2.528 -1.905 -0.42 -0.19 0.16 0.477
H 1.064 2.436 -2.771 0.01 0.01 0.47 0.472
O 1.965 2.765 -2.731 0.33 0.26 -0.59 -0.949
H -1.092 2.160 2.662 0.21 0.38 -0.29 0.500
H -0.485 2.999 3.793 0.04 -0.01 -0.10 0.487
O -1.046 2.238 3.622 -0.22 -0.32 0.32 -0.984
```
Positions in Å, forces in eV/Å.

Properties
energy relative to the best compared isomer or geometry (same formula, charge and spin) = 0.0 kcal per mole
orbital gap = 11.0 eV
HOMO level = -0.39186 hartree
SMILES string = CCC(N)=O.O.O.O.O.O.O
E = -19242.9073 eV

Entry 5:
The following is a DFT calculation (ωB97M-V with the def2-TZVPD basis set) of a 2-piece molecular cluster, C8H14F11NOP overall.

Geometry as XYZ:
```
36
Properties=species:S:1:pos:R:3:forces:R:3:nbo_charge:R:1
N -2.717 -1.227 0.928 0.31 0.16 -0.06 -0.833
C -2.261 -0.817 -0.399 -0.06 0.01 0.27 -0.251
C -2.128 -2.006 -1.318 -0.18 0.13 -0.20 -0.073
O -1.213 -2.995 -0.877 0.06 -0.17 -0.05 -0.538
C 0.085 -2.544 -0.550 0.11 -0.06 0.17 -0.063
C 0.849 -1.875 -1.683 0.27 0.20 -0.12 -0.433
C 2.046 -1.038 -1.180 -0.01 -0.22 -0.10 -0.402
C 1.907 0.435 -1.545 -0.20 -0.07 0.04 -0.460
C 3.044 1.270 -1.013 0.23 -0.24 0.30 0.617
F 2.973 1.330 0.346 0.05 0.07 -0.38 -0.315
F 4.249 0.689 -1.315 -0.19 0.15 0.10 -0.334
C 3.096 2.733 -1.568 0.22 -0.04 -0.25 0.917
F 4.065 2.859 -2.486 0.01 -0.11 -0.05 -0.317
F 3.334 3.622 -0.617 -0.06 0.07 0.20 -0.296
F 1.949 3.050 -2.176 -0.22 0.08 0.12 -0.316
H -2.111 -1.958 1.286 -0.02 -0.09 -0.07 0.349
H -2.578 -0.446 1.560 -0.26 0.06 0.18 0.386
H -3.015 -0.153 -0.827 0.01 0.04 -0.06 0.198
H -1.324 -0.242 -0.375 0.03 0.00 -0.03 0.159
H -3.096 -2.508 -1.384 0.07 -0.10 0.06 0.194
H -1.873 -1.661 -2.327 0.03 -0.01 0.00 0.153
H 0.623 -3.445 -0.248 -0.02 0.03 0.09 0.186
H 0.069 -1.882 0.325 -0.13 0.08 -0.04 0.168
H 1.225 -2.634 -2.369 -0.17 -0.08 -0.09 0.204
H 0.183 -1.235 -2.261 -0.06 0.03 0.02 0.202
H 2.962 -1.424 -1.627 0.08 0.02 0.08 0.211
H 2.152 -1.138 -0.099 0.00 0.00 0.04 0.218
H 0.986 0.838 -1.116 0.02 0.06 -0.07 0.243
H 1.843 0.542 -2.629 0.05 0.09 0.01 0.222
F -3.644 1.393 4.372 0.54 0.21 0.77 -0.595
P -2.166 1.988 3.912 0.00 0.01 0.04 2.589
F -1.053 2.424 5.056 -0.79 -0.28 0.39 -0.594
F -2.929 2.265 2.459 0.19 -0.95 0.01 -0.602
F -2.809 3.455 4.334 0.76 0.10 -0.58 -0.594
F -0.846 1.916 2.898 -0.23 0.89 0.11 -0.602
F -1.708 0.440 4.309 -0.45 -0.09 -0.86 -0.601
```
Positions in Å, forces in eV/Å.

Properties
energy relative to the best compared isomer or geometry (same formula, charge and spin) = 0.0 kcal per mole
orbital gap = 9.4 eV
HOMO level = -0.25116 hartree
total charge = -1
E = -51248.8000 eV

Entry 6:
The following is a DFT calculation (ωB97M-V with the def2-TZVPD basis set) of C29H35FHfN2O as an isolated structure in a non-equilibrium geometry.

Geometry as XYZ:
```
69
Properties=species:S:1:pos:R:3:forces:R:3:nbo_charge:R:1
Hf 0.177 -0.730 0.008 -0.67 -0.34 -0.80 2.287
C 3.612 -2.782 -3.360 0.03 0.00 0.04 -0.600
C 3.076 -1.617 -2.510 -0.02 0.11 -0.01 -0.250
C 4.225 -0.786 -1.948 -0.04 -0.03 -0.04 -0.617
C 2.150 -2.161 -1.439 0.01 -0.07 0.12 0.021
C 2.366 -1.944 -0.071 0.38 -0.43 0.05 -0.356
C 1.575 -2.586 0.912 0.39 -0.42 0.02 -0.313
C 0.567 -3.494 0.552 0.20 -0.02 0.06 0.011
C -0.127 -4.330 1.587 -0.07 0.03 -0.02 -0.647
C 0.324 -3.666 -0.823 0.22 -0.10 0.03 -0.145
C 1.081 -3.016 -1.783 0.18 -0.11 0.13 -0.130
H 4.340 -2.398 -4.073 -0.01 -0.01 -0.01 0.246
H 2.830 -3.282 -3.931 0.01 0.00 0.03 0.218
H 4.113 -3.522 -2.732 0.00 0.03 -0.02 0.222
H 2.477 -0.974 -3.165 -0.04 -0.03 -0.04 0.227
H 4.861 -1.383 -1.290 0.01 0.04 -0.01 0.220
H 3.881 0.098 -1.403 0.00 -0.02 0.03 0.205
H 4.849 -0.435 -2.768 -0.01 0.02 0.01 0.252
H 3.231 -1.384 0.256 -0.07 0.16 0.01 0.288
H 1.865 -2.494 1.953 -0.07 0.10 0.04 0.275
H -0.890 -3.768 2.125 0.01 0.00 0.00 0.244
H 0.594 -4.690 2.321 0.00 0.00 0.00 0.258
H -0.610 -5.189 1.126 -0.01 0.01 0.00 0.254
H -0.437 -4.369 -1.139 -0.07 0.08 0.01 0.263
H 0.884 -3.223 -2.827 -0.06 0.10 -0.01 0.263
C -2.092 -1.383 1.796 -0.31 0.16 -0.12 -0.583
C -2.994 -0.139 1.897 0.10 0.09 0.02 -0.233
C -2.750 0.602 3.215 -0.04 -0.01 -0.04 -0.608
C -2.981 0.769 0.671 0.02 -0.07 0.07 -0.034
C -4.188 1.118 0.074 -0.02 0.01 -0.04 -0.190
C -4.214 1.907 -1.067 0.01 -0.03 0.04 -0.159
C -3.029 2.314 -1.661 -0.03 0.01 -0.06 -0.188
C -1.798 1.986 -1.105 0.10 0.02 -0.01 -0.035
C -0.531 2.432 -1.835 0.04 0.05 0.12 -0.235
C 0.590 1.387 -2.011 -0.25 0.08 -0.10 -0.596
C 0.046 3.740 -1.279 -0.03 -0.01 -0.04 -0.607
C -1.808 1.263 0.094 0.00 0.17 0.03 0.137
N -0.549 0.943 0.715 0.11 0.58 0.39 -0.887
C 0.054 1.828 1.620 -0.02 0.11 0.09 0.064
C -0.457 3.026 2.103 -0.11 0.00 -0.04 -0.178
C 0.289 3.767 3.009 0.03 0.03 0.04 -0.185
C 1.537 3.338 3.447 -0.02 0.00 0.00 -0.185
C 2.071 2.141 2.978 0.06 0.00 0.02 -0.238
C 1.294 1.458 2.088 0.08 -0.02 0.03 0.323
F 1.738 0.221 1.536 -0.13 0.01 -0.08 -0.368
H -2.343 -2.078 2.597 0.13 -0.06 0.01 0.265
H -1.028 -1.118 1.971 0.06 -0.08 0.21 0.153
H -2.239 -1.906 0.848 0.04 -0.08 -0.02 0.245
H -4.008 -0.542 1.945 -0.03 -0.01 -0.03 0.238
H -1.715 0.931 3.313 -0.01 -0.01 0.00 0.203
H -2.980 -0.046 4.062 0.02 0.01 -0.01 0.230
H -3.392 1.481 3.283 0.02 -0.02 0.02 0.237
H -5.116 0.761 0.503 0.01 0.01 -0.01 0.234
H -5.161 2.173 -1.517 0.02 0.00 0.01 0.245
H -3.060 2.883 -2.584 0.00 -0.02 0.04 0.235
H -0.858 2.644 -2.856 -0.03 0.00 -0.02 0.237
H 1.144 1.205 -1.070 0.18 0.07 0.08 0.171
H 1.339 1.787 -2.694 0.13 -0.09 0.05 0.270
H 0.219 0.465 -2.465 0.04 -0.06 -0.02 0.236
H 0.514 3.597 -0.305 0.00 0.00 -0.01 0.206
H -0.742 4.487 -1.171 0.03 -0.01 0.01 0.236
H 0.796 4.143 -1.961 -0.01 -0.02 0.02 0.229
H -1.430 3.363 1.765 0.03 0.01 0.02 0.239
H -0.111 4.700 3.383 0.00 -0.02 -0.01 0.247
H 2.102 3.929 4.155 -0.02 0.00 -0.02 0.250
H 3.038 1.770 3.291 -0.02 0.02 0.00 0.258
O -2.969 -0.874 -2.846 0.01 -0.04 0.01 -0.414
C -2.090 -1.064 -2.125 0.14 -0.08 0.12 0.928
N -1.148 -1.284 -1.382 -0.58 0.16 -0.40 -1.095
```
Positions in Å, forces in eV/Å.

Properties
energy relative to the best compared isomer or geometry (same formula, charge and spin) = 5.8 kcal per mole
orbital gap = 6.8 eV
HOMO level = -0.52610 hartree
total charge = +2
E = -39680.5134 eV